Record 1
Entry from OMol25: C5H4N2 in the gas phase (ωB97M-V/def2-TZVPD).

Calculated values
Gap between HOMO and LUMO = 0.3465 Eh
2S+1 = 1
Structure (SMILES) = C#CC1=NN=CC1
Lowest unoccupied orbital energy = -0.120 eV

Cartesian coordinates (Å):
C  2.785  -0.391  -0.075
C  1.594  -0.574  0.097
C  0.173  -0.500  0.178
N  -0.612  -1.554  0.034
N  -1.945  -1.154  -0.011
C  -1.951  0.131  -0.096
C  -0.603  0.774  0.104
H  3.899  -0.145  -0.350
H  -2.825  0.767  -0.344
H  -0.382  1.157  1.139
H  -0.134  1.488  -0.675

The molecule's Mulliken atomic charges, reported in e, are given here: C 0.07; C -0.33; C 0.06; N -0.40; N -0.44; C -0.15; C -0.10; H 0.35; H 0.38; H 0.24; H 0.33

***

Record 2
Entry from OMol25: C5H4N2 in the gas phase (ωB97M-V/def2-TZVPD).

Calculated values
Gap between HOMO and LUMO (spin up / spin down) = 0.2938 / 0.2938 Eh
2S+1 = 1
Lowest unoccupied orbital energy (spin up / spin down) = -0.881 / -0.880 eV

Cartesian coordinates (Å):
C  3.125  0.539  0.121
C  1.907  0.366  0.390
C  0.505  0.143  0.297
C  -0.216  -1.028  -0.096
C  -1.556  -0.608  -0.224
N  -1.693  0.669  0.090
N  -0.475  1.107  0.389
H  0.912  -0.073  -0.826
H  0.232  -1.999  -0.257
H  -2.416  -1.190  -0.525
H  -0.323  2.074  0.641

The molecule's Mulliken atomic charges, reported in e, are given here: C -0.56; C -0.40; C 0.72; C -0.36; C -0.41; N -0.69; N 0.27; H 0.25; H 0.46; H 0.46; H 0.27

***

Record 3
Entry from OMol25: C5H4N2O in the gas phase (ωB97M-V/def2-TZVPD).

Calculated values
Gap between HOMO and LUMO = 0.3321 Eh
2S+1 = 1
Structure (SMILES) = O=Nc1ccccn1
Lowest unoccupied orbital energy = -0.488 eV

Cartesian coordinates (Å):
O  3.164  0.025  0.483
N  2.609  -0.521  -0.408
C  1.089  -0.352  -0.192
C  0.496  0.918  -0.168
C  -0.776  1.087  -0.003
C  -1.556  -0.219  0.164
C  -0.891  -1.369  0.043
N  0.424  -1.536  -0.077
H  1.163  1.817  -0.277
H  -1.373  1.762  -0.066
H  -2.741  0.317  0.158
H  -1.609  -1.929  0.344

The molecule's Mulliken atomic charges, reported in e, are given here: O -0.24; N -0.12; C 0.75; C -0.46; C -0.57; C 0.00; C -0.42; N -0.52; H 0.24; H 0.69; H 0.16; H 0.49

***

Record 4
Entry from OMol25: C5H4N2O in the gas phase (ωB97M-V/def2-TZVPD).

Calculated values
Gap between HOMO and LUMO = 0.3974 Eh
2S+1 = 1
Structure (SMILES) = N#CCC(=O)CC#N
Lowest unoccupied orbital energy = -0.289 eV

Cartesian coordinates (Å):
N  2.428  -1.117  0.572
C  1.766  -0.604  -0.212
C  0.936  0.396  -0.818
C  -0.118  1.061  -0.067
O  -0.445  2.221  0.024
C  -0.855  0.083  0.949
C  -1.567  -0.944  0.188
N  -1.989  -1.657  -0.653
H  1.373  1.166  -1.343
H  0.291  -0.009  -1.746
H  -1.609  0.930  1.119
H  -0.542  -0.387  2.112

The molecule's Mulliken atomic charges, reported in e, are given here: N -0.37; C 0.34; C -0.85; C 0.49; O -0.50; C -0.37; C 0.31; N -0.45; H 0.49; H 0.32; H 0.28; H 0.31

***

Record 5
Entry from OMol25: C5H4N2O in the gas phase (ωB97M-V/def2-TZVPD).

Calculated values
Gap between HOMO and LUMO = 0.3779 Eh
2S+1 = 1
Structure (SMILES) = O=C1Cc2ccnn21
Lowest unoccupied orbital energy = 0.140 eV

Cartesian coordinates (Å):
O  -0.791  1.779  -2.129
C  -0.182  1.014  -1.315
C  0.503  -0.335  -1.530
C  0.270  -0.504  -0.005
C  0.145  -0.928  1.217
C  -0.595  -0.066  1.925
N  -0.745  1.133  1.332
N  -0.306  0.738  0.093
H  0.110  -0.842  -2.571
H  1.638  -0.020  -1.905
H  0.626  -1.834  1.886
H  -0.673  -0.135  3.003

The molecule's Mulliken atomic charges, reported in e, are given here: O -0.56; C 0.43; C -0.30; C 0.15; C -0.51; C -0.11; N -0.81; N 0.64; H 0.27; H 0.22; H 0.20; H 0.39

***

Record 6
Entry from OMol25: C5H4N2O in the gas phase (ωB97M-V/def2-TZVPD).

Calculated values
Gap between HOMO and LUMO = 0.3835 Eh
2S+1 = 1
Structure (SMILES) = C=CC(O)(C#N)C#N
Lowest unoccupied orbital energy = -0.292 eV

Cartesian coordinates (Å):
C  -1.597  -0.707  -0.466
C  -0.189  -0.828  -0.221
C  0.626  0.261  0.285
O  0.774  0.299  1.661
C  -0.247  1.427  0.039
N  -1.126  2.184  -0.304
C  1.837  0.402  -0.445
N  2.933  0.473  -0.859
H  -2.162  0.305  -0.340
H  -2.136  -1.542  -0.902
H  0.370  -1.712  -0.466
H  0.916  -0.561  2.021

The molecule's Mulliken atomic charges, reported in e, are given here: C -0.72; C -0.58; C 1.59; O -0.49; C -0.01; N -0.59; C -0.06; N -0.43; H 0.25; H 0.27; H 0.38; H 0.37

***

Record 7
Entry from OMol25: C5H4N2O in the gas phase (ωB97M-V/def2-TZVPD).

Calculated values
Gap between HOMO and LUMO = 0.3274 Eh
2S+1 = 1
Structure (SMILES) = c1cc2cnoc2[nH]1
Lowest unoccupied orbital energy = 0.712 eV

Cartesian coordinates (Å):
C  1.571  -0.746  -0.217
C  0.655  -0.692  0.884
C  -0.484  -0.095  0.493
C  -1.715  0.499  0.933
N  -2.277  1.000  -0.115
O  -1.363  0.923  -1.325
C  -0.348  0.255  -0.784
N  0.979  0.039  -1.267
H  2.655  -0.903  -0.353
H  0.914  -1.278  1.856
H  -2.158  0.277  1.865
H  1.572  0.720  -1.970

The molecule's Mulliken atomic charges, reported in e, are given here: C -0.46; C -0.58; C 0.62; C -0.31; N -0.39; O -0.24; C 0.19; N -0.19; H 0.35; H 0.26; H 0.40; H 0.34

***

Record 8
Entry from OMol25: C5H4N2O in the gas phase (ωB97M-V/def2-TZVPD).

Calculated values
Gap between HOMO and LUMO = 0.3507 Eh
2S+1 = 1
Structure (SMILES) = O=c1nccccn1
Lowest unoccupied orbital energy = -0.259 eV

Cartesian coordinates (Å):
O  -0.166  1.826  1.214
C  0.067  1.018  0.259
N  -0.942  0.843  -0.799
C  -1.298  -0.353  -0.785
C  -0.794  -1.303  0.256
C  0.486  -1.669  0.441
C  1.450  -0.748  -0.257
N  1.232  0.519  -0.473
H  -2.014  -0.560  -1.651
H  -1.404  -2.024  0.779
H  0.893  -2.334  1.358
H  2.358  -0.894  -0.780

The molecule's Mulliken atomic charges, reported in e, are given here: O -0.53; C 0.65; N -0.35; C -0.08; C -0.37; C -0.23; C -0.10; N -0.42; H 0.35; H 0.34; H 0.27; H 0.47

***

Record 9
Entry from OMol25: C5H4N2O2 in the gas phase (ωB97M-V/def2-TZVPD).

Calculated values
Gap between HOMO and LUMO = 0.3052 Eh
2S+1 = 1
Structure (SMILES) = O=c1cncc(O)cn1
Lowest unoccupied orbital energy = -1.197 eV

Cartesian coordinates (Å):
O  2.788  -0.459  -0.186
C  1.589  -0.345  -0.015
C  1.236  1.178  0.136
N  0.102  1.793  0.018
C  -1.096  1.139  -0.050
C  -1.447  -0.158  -0.012
O  -2.789  -0.491  -0.056
C  -0.560  -1.278  0.059
N  0.730  -1.414  0.129
H  2.156  1.787  0.306
H  -1.980  1.758  -0.120
H  -3.210  0.389  -0.127
H  -1.124  -2.203  0.157

The molecule's Mulliken atomic charges, reported in e, are given here: O -0.52; C 0.35; C 0.00; N -0.50; C -0.16; C 0.61; O -0.46; C -0.05; N -0.47; H 0.35; H 0.20; H 0.27; H 0.39

***

Record 10
Entry from OMol25: C5H4N2O3 in the gas phase (ωB97M-V/def2-TZVPD).

Calculated values
Gap between HOMO and LUMO (spin up / spin down) = 0.2643 / 0.2657 Eh
2S+1 = 3
Lowest unoccupied orbital energy (spin up / spin down) = 0.142 / -3.464 eV

Cartesian coordinates (Å):
C  -0.425  1.446  0.031
C  0.843  0.850  -0.035
C  -1.654  0.830  0.094
C  -2.682  -1.483  -0.064
C  1.215  -0.444  -0.092
N  -1.949  -0.534  -0.013
N  2.570  -0.724  0.005
O  -3.127  -2.558  -0.145
O  3.005  -1.756  -0.450
O  3.239  0.163  0.470
H  -0.552  2.469  0.111
H  1.557  1.653  0.172
H  -2.634  1.312  0.160
H  0.594  -1.224  -0.243

The molecule's Mulliken atomic charges, reported in e, are given here: C -0.47; C -0.01; C -0.14; C 0.59; C -0.68; N -0.26; N 0.93; O -0.42; O -0.59; O -0.59; H 0.38; H 0.28; H 0.38; H 0.60

***

So what do the calculations give for electronic energy? Going down the list: -8225.8313; -8222.9189; -10270.8978; -10274.3673; -10273.1307; -10273.9403; -10273.6679; -10273.8896; -12322.6301; -14365.2932 eV.
So what do the calculations give for energy above the lowest of the compared OMol25 structures with the same formula, charge and spin? Going down the list: 84.5; 151.6; 135.2; 55.2; 83.7; 65.1; 71.4; 66.2; 56.4; 0.0 kcal/mol.
So what do the calculations give for molecular weight? Going down the list: 92.1; 92.1; 108.1; 108.1; 108.1; 108.1; 108.1; 108.1; 124.1; 140.1 u.